Record 1
Computed, not measured: C28H31AsBrIrN2O5 as an isolated structure, with wB97M-V/def2-TZVPD.

## Properties
Highest occupied orbital energy (alpha / beta), eV: -10.203 / -11.011
LUMO level (alpha / beta), eV: -3.602 / -5.785
Energy, eV: -176467.1427
Kohn-Sham gap (alpha / beta), eV: 6.60 / 5.23
Charge: +1
Multiplicity: 6
Energy above the lowest of the compared OMol25 structures with the same formula, charge and spin, kJ/mol: 40.4

The geometry in XYZ format:
```
69
Properties=species:S:1:pos:R:3:lowdin_charge:R:1
Ir 0.370 0.224 1.134 1.19
C 5.210 0.112 2.424 0.01
O 5.655 0.285 1.058 0.01
C 4.963 0.901 0.132 -0.17
C 5.674 1.194 -1.055 0.04
C 5.075 1.882 -2.069 -0.02
C 3.734 2.307 -1.935 0.02
C 2.961 1.979 -0.835 -0.13
C 1.639 2.526 -0.793 0.00
N 0.698 2.195 0.071 -0.09
N -0.364 2.963 0.012 0.14
C -1.311 2.586 0.987 -0.40
O -0.973 1.880 1.941 -0.04
C -2.681 3.041 0.767 -0.16
C -3.689 2.490 1.562 0.00
C -5.010 2.796 1.300 -0.05
C -5.327 3.651 0.251 -0.05
C -4.326 4.209 -0.535 -0.06
C -3.000 3.904 -0.284 -0.01
C 3.538 1.202 0.248 -0.30
O 2.893 0.790 1.235 -0.07
H 6.117 -0.135 2.967 0.11
H 4.487 -0.695 2.483 0.07
H 4.770 1.034 2.795 0.11
H 6.709 0.885 -1.106 0.14
H 5.628 2.132 -2.963 0.12
H 3.295 2.907 -2.723 0.13
H 1.387 3.306 -1.508 0.14
H -3.419 1.808 2.357 0.13
H -5.796 2.361 1.902 0.12
H -6.364 3.883 0.043 0.11
H -4.583 4.878 -1.345 0.11
H -2.214 4.325 -0.893 0.11
C 2.708 -2.804 2.528 -0.17
C 2.847 -2.654 1.018 -0.41
As 1.244 -1.876 0.238 1.12
C 1.696 -1.611 -1.638 -0.40
C 1.979 -2.875 -2.440 -0.15
C -0.095 -3.296 0.250 -0.38
C 0.452 -4.718 0.230 -0.15
H 3.622 -3.207 2.969 0.08
H 1.894 -3.480 2.792 0.07
H 2.497 -1.841 2.998 0.06
H 3.042 -3.612 0.535 0.07
H 3.670 -1.985 0.758 0.05
H 2.559 -0.940 -1.643 0.05
H 0.855 -1.051 -2.052 0.06
H 2.794 -3.458 -2.009 0.07
H 2.262 -2.620 -3.462 0.08
H 1.098 -3.515 -2.497 0.07
H -0.731 -3.096 -0.616 0.08
H -0.714 -3.117 1.129 0.06
H 1.086 -4.908 -0.635 0.06
H -0.372 -5.431 0.197 0.08
H 1.033 -4.937 1.126 0.06
Br -7.956 0.060 -1.523 0.76
C -6.137 -0.107 -1.041 -0.69
C -5.802 -0.808 0.108 -0.11
C -4.470 -0.894 0.478 -0.01
C -3.487 -0.298 -0.305 -0.15
C -3.839 0.383 -1.466 -0.01
C -5.168 0.485 -1.838 -0.11
C -2.076 -0.291 0.158 -0.64
O -1.787 -0.687 1.316 -0.10
O -1.168 0.189 -0.594 -0.13
H -6.574 -1.267 0.709 0.11
H -4.184 -1.409 1.385 0.12
H -3.065 0.849 -2.061 0.12
H -5.455 1.024 -2.730 0.11
```

***

Record 2
Computed, not measured: C28H31BN7S6Y as an isolated structure in a non-equilibrium geometry, with wB97M-V/def2-TZVPD.

## Properties
Highest occupied orbital energy, eV: -6.472
LUMO level, eV: -0.227
Energy, eV: -106701.8567
Kohn-Sham gap, eV: 6.24
Multiplicity: 1
Energy above the lowest of the compared OMol25 structures with the same formula, charge and spin, kJ/mol: 352.3

The geometry in XYZ format:
```
74
Properties=species:S:1:pos:R:3:lowdin_charge:R:1
Y -0.190 -0.330 0.207 1.37
C 2.969 -3.318 -1.107 -0.04
C 3.099 -2.109 -0.252 -0.37
C 3.988 -1.811 0.770 0.03
C 3.799 -0.449 1.082 -0.27
C 4.443 0.498 2.040 -0.01
N 2.836 0.039 0.271 -0.01
N 2.315 -1.024 -0.493 0.04
B 2.414 1.416 -0.142 -0.52
N 1.689 1.435 -1.680 0.02
N 0.408 0.867 -1.838 -0.06
C 0.290 0.489 -3.134 -0.31
C -0.930 0.076 -3.955 -0.03
C 1.551 0.673 -3.802 0.04
C 2.437 1.218 -2.783 -0.27
C 3.865 1.505 -2.925 -0.02
N 1.322 2.069 0.736 0.00
N 0.622 1.290 1.678 -0.01
C 0.015 2.217 2.535 -0.30
C -0.357 1.831 3.900 -0.05
C 0.331 3.540 2.094 0.03
C 1.010 3.394 0.914 -0.27
C 1.702 4.369 0.053 -0.02
H 3.953 -3.627 -1.480 0.09
H 2.204 -3.144 -1.878 0.08
H 2.554 -4.117 -0.499 0.06
H 4.849 -2.362 1.097 0.11
H 4.696 1.298 1.283 0.09
H 5.344 0.068 2.507 0.09
H 3.821 0.940 2.849 0.09
H 3.434 2.016 -0.178 0.10
H -1.090 0.889 -4.715 0.11
H -1.801 0.057 -3.338 0.02
H -0.817 -0.854 -4.480 0.08
H 1.825 0.610 -4.836 0.10
H 4.092 2.165 -3.778 0.10
H 4.492 0.657 -3.072 0.08
H 4.275 2.000 -2.040 0.07
H -1.261 2.445 4.319 0.11
H 0.485 1.967 4.645 0.10
H -0.671 0.761 3.876 0.07
H 0.064 4.428 2.653 0.12
H 1.231 5.325 0.021 0.07
H 1.852 3.966 -0.961 0.08
H 2.772 4.495 0.378 0.11
S -3.638 -0.061 3.514 0.97
C -2.809 -1.485 4.043 -0.42
C -2.005 -2.052 3.105 -0.22
C -1.936 -1.180 1.914 -0.26
C -2.971 -0.228 1.901 -0.57
C -3.346 0.475 0.781 -0.35
C -4.575 1.175 0.729 -0.01
C -4.746 2.172 -0.229 -0.03
C -3.581 2.516 -0.916 -0.09
C -2.451 1.743 -0.990 -0.09
N -2.363 0.694 -0.079 -0.01
H -3.123 -1.971 4.931 0.05
H -1.330 -2.933 3.116 0.03
H -5.310 0.940 1.494 0.10
H -5.730 2.545 -0.545 0.12
H -3.530 3.402 -1.450 0.08
H -1.602 1.781 -1.736 0.10
C -3.147 -2.149 -2.136 -0.39
S -1.508 -2.572 -1.443 0.75
C -1.951 -3.973 -0.441 -0.98
C -1.221 -4.095 0.757 -1.13
S 0.169 -3.136 1.112 0.52
S -1.845 -5.421 1.689 0.88
C -3.215 -5.975 0.742 -1.45
S -4.519 -6.737 1.357 0.55
S -3.080 -5.215 -0.874 0.87
H -3.369 -2.734 -3.058 0.05
H -3.225 -1.084 -2.416 0.01
H -3.973 -2.314 -1.414 0.05
```

***

Record 3
Computed, not measured: C28H31BaFN6S3 as an isolated structure in a non-equilibrium geometry, with wB97M-V/def2-TZVPD.

## Properties
Highest occupied orbital energy, eV: -7.146
LUMO level, eV: 0.010
Energy, eV: -74399.3645
Kohn-Sham gap, eV: 7.16
Multiplicity: 1
Energy above the lowest of the compared OMol25 structures with the same formula, charge and spin, kJ/mol: 112.1

The geometry in XYZ format:
```
70
Properties=species:S:1:pos:R:3:lowdin_charge:R:1
Ba -0.609 1.149 1.741 1.74
C 0.818 2.479 -2.237 -0.05
C 1.624 1.175 -2.186 -0.37
C 2.848 1.264 -3.102 -0.06
C 0.740 -0.009 -2.515 -0.18
C 0.373 -0.269 -3.832 -0.07
C -0.456 -1.334 -4.147 -0.09
C -0.920 -2.161 -3.137 -0.04
C -0.559 -1.946 -1.811 -0.16
C -1.047 -2.876 -0.720 -0.37
C -2.483 -2.517 -0.316 -0.06
C -0.960 -4.352 -1.120 -0.07
C 0.257 -0.845 -1.484 -0.26
N 0.554 -0.563 -0.142 -0.10
C 1.628 -1.203 0.378 -0.31
C 2.430 -2.165 -0.290 -0.02
C 3.491 -2.792 0.338 -0.10
C 3.828 -2.510 1.657 -0.11
C 3.082 -1.558 2.341 -0.03
C 2.044 -0.946 1.693 -0.21
F 1.315 0.042 2.373 -0.29
H 1.462 3.331 -2.009 0.09
H 0.004 2.457 -1.504 0.06
H 0.388 2.639 -3.229 0.08
H 1.971 1.041 -1.163 0.12
H 2.562 1.577 -4.108 0.07
H 3.356 0.302 -3.172 0.09
H 3.555 1.995 -2.707 0.08
H 0.746 0.367 -4.628 0.11
H -0.731 -1.529 -5.176 0.10
H -1.564 -2.995 -3.391 0.11
H -0.407 -2.723 0.149 0.12
H -3.151 -2.611 -1.175 0.08
H -2.531 -1.490 0.054 0.06
H -2.838 -3.192 0.466 0.08
H -1.734 -4.612 -1.846 0.07
H -1.102 -4.985 -0.243 0.08
H 0.012 -4.585 -1.557 0.08
H 2.189 -2.404 -1.317 0.11
H 4.070 -3.519 -0.218 0.10
H 4.652 -3.011 2.143 0.10
H 3.305 -1.282 3.365 0.12
S -1.192 3.633 3.100 0.33
C -0.659 2.686 4.394 -1.23
N -0.263 1.437 4.311 -0.23
C 0.193 0.941 5.519 -0.33
C 0.720 -0.330 5.740 -0.03
C 1.151 -0.668 7.010 -0.09
C 1.062 0.237 8.066 -0.10
C 0.537 1.504 7.866 -0.09
C 0.111 1.844 6.592 -0.47
S -0.550 3.355 6.021 1.02
H 0.791 -1.031 4.917 0.10
H 1.565 -1.653 7.187 0.10
H 1.408 -0.050 9.050 0.10
H 0.468 2.210 8.683 0.11
C -2.311 1.836 -4.723 0.00
C -2.727 2.652 -3.559 -0.34
N -3.194 3.850 -3.601 0.12
N -3.440 4.169 -2.295 0.02
C -3.145 3.188 -1.423 -0.84
S -3.379 3.170 0.214 0.54
N -2.657 2.205 -2.248 -0.10
N -2.169 1.000 -1.780 0.13
H -2.824 2.188 -5.614 0.09
H -2.547 0.785 -4.557 0.08
H -1.236 1.914 -4.881 0.07
H -3.819 5.065 -2.050 0.15
H -1.279 0.775 -2.217 0.05
H -2.832 0.252 -1.940 0.11
```

***

Record 4
Computed, not measured: a 6-piece molecular cluster, C28H31BrCl10N2O6P2S overall in a non-equilibrium geometry, with wB97M-V/def2-TZVPD.

## Properties
Highest occupied orbital energy, eV: -8.322
LUMO level, eV: -2.058
Energy, eV: -269460.1626
Kohn-Sham gap, eV: 6.26
Multiplicity: 1

The geometry in XYZ format:
```
81
Properties=species:S:1:pos:R:3:lowdin_charge:R:1
N -7.506 -1.522 -6.284 -0.24
P -6.581 -3.008 -6.686 0.84
O -7.795 -4.247 -6.873 -0.38
C -5.577 -3.535 -5.136 -0.25
C -6.367 -3.602 -3.841 0.02
C -5.581 -4.087 -2.460 -0.22
O -6.300 -4.774 -1.569 -0.06
C -4.014 -3.628 -2.315 -0.01
C -3.143 -3.542 -3.741 0.05
C -1.537 -3.076 -3.726 -0.11
N -0.837 -3.021 -5.066 0.03
C 0.531 -2.851 -4.923 -0.51
S 2.049 -2.089 -4.572 0.62
C -0.850 -2.681 -2.278 0.08
C -1.764 -2.762 -0.879 -0.09
O -1.039 -2.351 0.365 -0.08
C -1.442 -1.001 0.787 -0.23
O -2.443 -0.840 1.693 -0.04
C -0.726 0.412 0.284 -0.10
C -0.880 1.048 -1.232 -0.02
C -0.126 2.506 -1.541 -0.05
C 0.747 3.337 -0.394 -0.09
C 0.877 2.631 1.082 -0.16
C 0.162 1.202 1.460 -0.11
C -3.345 -3.256 -0.857 -0.22
P -4.364 -3.394 0.793 0.60
O -5.850 -2.508 0.411 -0.41
Br -4.787 -5.556 1.339 0.23
C -3.948 -3.914 -5.159 -0.21
O -3.365 -4.503 -6.213 -0.03
H -6.936 -0.658 -6.415 0.03
H -8.402 -1.464 -6.846 0.05
H -7.848 -4.843 -6.044 0.07
H -7.499 -3.309 -3.828 0.13
H 0.264 -2.312 -2.198 0.09
H -1.505 0.491 -2.081 0.10
H -0.187 3.044 -2.603 0.09
H 1.262 4.374 -0.570 0.04
H 1.490 3.162 1.957 0.07
H 0.253 0.731 2.532 0.11
H -5.487 -1.661 -0.026 0.07
Cl 3.757 4.362 -0.262 0.60
C 5.173 3.689 0.584 -0.69
C 5.095 2.177 0.721 -0.64
Cl 3.811 1.669 1.846 0.58
H 5.249 4.178 1.560 0.01
H 6.054 3.964 -0.004 0.00
H 6.037 1.790 1.120 0.06
H 4.911 1.693 -0.244 0.08
Cl 7.012 5.349 3.214 0.56
C 6.411 4.996 4.854 -0.64
C 4.940 5.344 5.013 -0.66
Cl 4.656 7.102 4.969 0.54
H 7.035 5.543 5.568 0.07
H 6.560 3.925 5.022 0.08
H 4.577 4.989 5.982 0.07
H 4.329 4.882 4.231 0.06
Cl -1.395 -7.427 1.841 0.52
C -1.004 -7.300 3.575 -0.66
C -2.241 -7.416 4.451 -0.66
Cl -3.315 -6.004 4.288 0.50
H -0.482 -6.352 3.737 0.07
H -0.310 -8.114 3.803 0.07
H -1.947 -7.470 5.504 0.07
H -2.822 -8.313 4.214 0.07
Cl 11.330 4.171 2.385 0.54
C 11.119 4.467 0.641 -0.66
C 9.726 4.976 0.310 -0.64
Cl 8.479 3.726 0.548 0.58
H 11.346 3.537 0.109 0.07
H 11.866 5.213 0.354 0.07
H 9.679 5.272 -0.742 0.08
H 9.457 5.843 0.920 0.07
Cl -2.233 2.686 1.755 0.66
C -3.883 3.193 2.194 -0.63
C -4.942 2.459 1.388 -0.66
Cl -4.934 2.937 -0.328 0.52
H -3.952 4.277 2.058 0.07
H -4.008 2.975 3.259 0.07
H -5.937 2.696 1.778 0.07
H -4.807 1.374 1.438 0.06
```